[1]
Formula: C4H8O3
Source: OMol25
Level of theory: the ωB97M-V functional and the def2-TZVPD basis

```
15
Properties=species:S:1:pos:R:3:nbo_charge:R:1
C -0.09698 -1.08680 -0.66408 0.45
C 0.43191 -2.08311 0.35247 -0.74
C -0.47106 1.34630 1.09353 -0.68
C -0.01323 1.24691 -0.35210 0.60
O -0.80044 -1.12393 -1.65400 -0.59
O 1.28703 1.62503 -0.50152 -0.70
O -0.91282 1.39812 -1.37414 -0.72
H 0.87925 -2.86607 -0.17328 0.24
H 1.05124 -1.57612 1.13091 0.24
H -0.55549 -2.41598 0.85177 0.25
H -1.53266 0.96848 1.32745 0.23
H 0.12048 0.70888 1.62431 0.22
H -0.24637 2.27261 1.44220 0.21
H 1.62679 1.05858 -1.16599 0.49
H -0.76764 0.52710 -1.93754 0.50
```

Calculated values
HOMO-LUMO gap (spin up / spin down), eV: 7.92 / 7.92
Electronic energy, hartree: -382.813040
Spin multiplicity: 1
F_max, Eh/bohr: 0.081
ΔE to the lowest compared entry with this formula, charge and spin, kJ/mol: 398.50
Highest occupied orbital energy (spin up / spin down), eV: -7.4 / -7.4

---

[2]
Formula: C39H42FN8O2
Source: OMol25
Level of theory: the ωB97M-V functional and the def2-TZVPD basis

```
92
Properties=species:S:1:pos:R:3:lowdin_charge:R:1
N -3.98598 -4.50164 0.69095 -0.02
C -3.55787 -5.69206 1.46643 -0.27
C -3.46601 -5.45809 3.02613 -0.16
C -1.93896 -5.41805 3.53504 -0.10
C -1.55871 -3.89276 3.59818 -0.15
C -0.74017 -3.23281 2.57416 0.10
C -0.50078 -1.79205 2.73678 -0.03
C 0.32368 -1.07915 1.62647 -0.34
O -0.15637 -0.09297 1.15124 0.19
O 1.54848 -1.55406 1.13374 0.08
F 2.31345 -1.75033 2.27466 -0.02
C -1.05466 -1.09584 3.90528 0.04
C -1.84938 -1.83446 4.87702 0.03
N -2.07920 -3.18562 4.67087 0.13
H -3.94801 -3.63741 1.23249 0.05
H -3.39751 -4.37451 -0.13801 0.07
H -2.58510 -6.05210 1.03849 0.11
H -4.34527 -6.48773 1.30437 0.12
H -3.95020 -4.45488 3.22926 0.11
H -4.06770 -6.19622 3.63040 0.12
H -1.24604 -5.95379 2.83991 0.12
H -1.82120 -5.88564 4.54964 0.13
H -0.35530 -3.86405 1.73875 0.15
H -0.90550 -0.00819 4.08053 0.14
H -2.32170 -1.37357 5.77430 0.15
H -2.66284 -3.68421 5.35008 0.18
N 2.66263 1.50617 -2.94344 0.06
C 2.51821 2.80249 -3.24461 -0.16
C 1.56897 3.62824 -2.66317 -0.07
C 0.71714 3.08264 -1.71943 -0.07
C 0.84401 1.74259 -1.38966 -0.07
C 1.82852 1.00391 -2.02633 -0.15
H 3.20637 3.18307 -3.99241 0.10
H 1.49808 4.67132 -2.94262 0.10
H -0.03914 3.69637 -1.24410 0.10
H 0.19651 1.28216 -0.65835 0.07
H 1.96936 -0.04813 -1.80054 0.08
N -1.36367 5.79681 -2.93492 0.05
C -1.68202 7.00689 -2.46042 -0.16
C -1.59666 8.17419 -3.20190 -0.07
C -1.15236 8.08805 -4.51148 -0.07
C -0.81432 6.84729 -5.02791 -0.06
C -0.93811 5.73907 -4.20512 -0.16
H -2.02161 7.02492 -1.43005 0.10
H -1.87055 9.12576 -2.76531 0.10
H -1.07061 8.97847 -5.12365 0.11
H -0.46294 6.74160 -6.04672 0.10
H -0.68884 4.74565 -4.56505 0.09
N -4.13755 0.70646 4.42343 0.04
C -4.68632 1.83657 4.88512 -0.14
C -4.79162 3.00109 4.14115 -0.06
C -4.29745 2.99960 2.84602 -0.06
C -3.72238 1.84140 2.34574 -0.06
C -3.67013 0.73057 3.16996 -0.18
H -5.05537 1.78996 5.90380 0.11
H -5.24784 3.88582 4.56477 0.11
H -4.35972 3.89079 2.23308 0.11
H -3.32501 1.80221 1.33981 0.11
H -3.23437 -0.20089 2.82395 0.08
N 4.04377 -4.85501 -1.01155 0.05
C 3.50609 -3.71457 -0.56765 -0.17
C 3.44266 -2.54878 -1.31365 -0.08
C 3.97059 -2.56036 -2.59517 -0.07
C 4.53555 -3.72970 -3.07796 -0.06
C 4.54536 -4.84320 -2.25137 -0.15
H 3.10912 -3.75328 0.44234 0.09
H 2.99300 -1.65553 -0.90310 0.06
H 3.94152 -1.66777 -3.21010 0.11
H 4.95833 -3.77759 -4.07280 0.11
H 4.97320 -5.78221 -2.58597 0.10
N 0.65728 4.66121 -8.20109 0.05
C -0.31666 4.07053 -8.90212 -0.15
C -0.80691 2.80383 -8.62550 -0.07
C -0.25510 2.10514 -7.56374 -0.08
C 0.75703 2.69510 -6.82297 -0.08
C 1.17317 3.96799 -7.18020 -0.17
H -0.71435 4.65517 -9.72478 0.10
H -1.59926 2.37613 -9.22579 0.10
H -0.60994 1.11155 -7.31575 0.11
H 1.21242 2.17952 -5.98669 0.09
H 1.95973 4.47381 -6.62900 0.10
N 4.71979 -1.32363 5.42554 0.07
C 3.75305 -1.91222 4.71470 -0.16
C 3.26468 -3.18223 4.97969 -0.09
C 3.81193 -3.88688 6.04094 -0.08
C 4.81649 -3.29872 6.79137 -0.07
C 5.23092 -2.02145 6.44502 -0.14
H 3.36225 -1.32367 3.89734 0.08
H 2.47703 -3.60906 4.37069 0.08
H 3.45906 -4.88342 6.28014 0.11
H 5.26821 -3.81775 7.62640 0.11
H 6.01179 -1.51782 7.00457 0.11
```

Calculated values
HOMO-LUMO gap, eV: 5.87
Electronic energy, hartree: -2199.258817
Spin multiplicity: 1
F_max, Eh/bohr: 0.060
Net charge: +1
ΔE to the lowest compared entry with this formula, charge and spin, kJ/mol: 0.00
Highest occupied orbital energy, eV: -11.0

---

[3]
Formula: C24H31N2O5
Source: OMol25
Level of theory: the ωB97M-V functional and the def2-TZVPD basis

```
62
Properties=species:S:1:pos:R:3:nbo_charge:R:1
C -10.33953 -2.76754 -0.54747 -0.61
C -8.90915 -2.24692 -0.52651 -0.42
C -8.71865 -1.21165 0.57907 -0.07
O -7.35611 -0.78755 0.66612 -0.50
C -6.97110 0.18860 -0.15693 0.78
O -7.69677 0.75307 -0.93685 -0.59
C -5.52511 0.51265 -0.00435 -0.18
C -4.99134 1.52638 -0.79076 -0.12
C -3.65055 1.85618 -0.71013 -0.33
C -2.83521 1.15924 0.16912 0.38
O -1.48073 1.38219 0.32257 -0.56
C -0.84404 2.33944 -0.49594 -0.09
C 0.64138 2.23635 -0.14162 0.06
O 0.84344 2.39181 1.24315 -0.73
C 1.18006 0.83784 -0.54407 -0.25
N 2.37582 0.55935 0.27810 -0.38
C 3.63053 1.05613 -0.33194 -0.24
C 4.80322 0.88345 0.64608 -0.24
N 4.91211 -0.49492 1.04263 -0.46
C 5.73976 -1.41797 0.41437 0.68
O 5.41223 -2.58202 0.35430 -0.58
C 7.02670 -0.90265 -0.10359 -0.19
C 7.50478 -1.39854 -1.31397 -0.17
C 8.73451 -0.98850 -1.79424 -0.20
C 9.50431 -0.10078 -1.05979 -0.18
C 9.04637 0.37247 0.15992 -0.22
C 7.81076 -0.02171 0.63969 -0.15
C 3.69757 -0.99562 1.64185 -0.25
C 2.52332 -0.86060 0.67262 -0.23
C -3.36380 0.14922 0.96995 -0.29
C -4.70112 -0.17253 0.88452 -0.13
H -11.03861 -1.95405 -0.72389 0.21
H -10.45912 -3.50138 -1.33967 0.22
H -10.59056 -3.23909 0.39976 0.20
H -8.21240 -3.07193 -0.36182 0.20
H -8.66887 -1.78352 -1.48535 0.21
H -9.35350 -0.33967 0.39295 0.20
H -8.94882 -1.63800 1.55768 0.19
H -5.64494 2.05209 -1.46957 0.25
H -3.26275 2.64876 -1.32994 0.22
H -1.21016 3.35007 -0.27710 0.21
H -0.99437 2.12363 -1.56009 0.20
H 1.20366 3.03038 -0.64353 0.20
H 0.02259 2.14255 1.69497 0.51
H 1.41475 0.78619 -1.60622 0.23
H 0.40982 0.09967 -0.30801 0.24
H 2.18995 1.12871 1.13794 0.47
H 3.51128 2.10855 -0.59090 0.23
H 3.82086 0.47840 -1.24009 0.23
H 5.72282 1.20549 0.15687 0.26
H 4.64195 1.50744 1.53300 0.21
H 6.90456 -2.10747 -1.86412 0.23
H 9.09857 -1.37129 -2.73498 0.23
H 10.46878 0.21087 -1.42967 0.23
H 9.65749 1.04391 0.74323 0.23
H 7.46990 0.31958 1.60642 0.21
H 3.85134 -2.05116 1.87684 0.28
H 3.49988 -0.44325 2.56628 0.21
H 1.60135 -1.20472 1.14266 0.23
H 2.71516 -1.45789 -0.22173 0.24
H -2.71066 -0.37269 1.65205 0.22
H -5.11363 -0.95505 1.50015 0.24
```

Calculated values
HOMO-LUMO gap, eV: 9.08
Electronic energy, hartree: -1418.653373
SMILES: CCCOC(=O)c1ccc(OC[C@@H](O)C[NH+]2CCN(C(=O)c3ccccc3)CC2)cc1
Spin multiplicity: 1
F_max, Eh/bohr: 0.018
Net charge: +1
ΔE to the lowest compared entry with this formula, charge and spin, kJ/mol: 0.00
Highest occupied orbital energy, eV: -11.4

---

[4]
Formula: C50H53N2O4Te2Tl
Source: OMol25
Level of theory: the ωB97M-V functional and the def2-TZVPD basis

```
112
Properties=species:S:1:pos:R:3:lowdin_charge:R:1
Tl -0.09346 -1.60681 -0.53094 0.80
O -2.70700 -4.62356 -3.05621 -0.03
C -2.63945 -3.80710 -2.12147 -0.64
O -1.90161 -2.78389 -2.03452 -0.21
C -3.56360 -4.06897 -0.92152 -0.12
C -3.57491 -3.21544 0.17425 -0.05
C -4.41656 -3.44964 1.25327 -0.09
C -5.25961 -4.55356 1.24743 -0.12
C -5.25246 -5.41700 0.15765 -0.11
C -4.40956 -5.17326 -0.91830 -0.04
H -2.91695 -2.35799 0.15306 0.04
H -4.41772 -2.76323 2.09283 0.09
H -5.92006 -4.73948 2.08760 0.09
H -5.90797 -6.28146 0.14756 0.09
H -4.38399 -5.82461 -1.78303 0.10
C 0.22289 1.93015 -3.45541 -0.07
C 0.85342 1.10244 -2.33891 -0.71
O 2.14209 0.87646 -2.63275 -0.40
N 0.23606 0.70767 -1.30259 -0.26
Te -2.07382 1.27522 -0.93025 1.44
C -4.13164 1.74629 -0.10887 -0.34
C -5.16493 0.82652 -0.36078 -0.31
C -4.99000 -0.39936 -1.22901 -0.09
C -6.44263 1.03647 0.16400 -0.04
C -6.75127 2.15458 0.92113 -0.30
C -8.13925 2.37233 1.46573 -0.08
C -5.74569 3.08968 1.12459 -0.05
C -4.46035 2.90725 0.61737 -0.29
C -3.46088 4.01201 0.86457 -0.07
C -1.28908 1.78883 0.98582 -0.38
C -1.69991 1.09139 2.13227 -0.29
C -2.63540 -0.09030 2.11404 -0.08
C -1.24832 1.50513 3.38850 -0.03
C -0.41759 2.59882 3.54696 -0.29
C 0.07113 3.02570 4.90567 -0.06
C -0.01923 3.27737 2.40291 -0.05
C -0.41934 2.88725 1.13066 -0.31
C 0.09785 3.70875 -0.01785 -0.07
H 0.98840 2.45714 -4.02554 0.06
H -0.50923 2.63710 -3.06421 0.01
H -0.30782 1.25759 -4.13520 0.08
H -3.96075 -0.74853 -1.29414 0.00
H -5.32460 -0.18392 -2.24886 0.08
H -5.59366 -1.22892 -0.85529 0.07
H -7.21283 0.29140 -0.02486 0.11
H -8.66227 1.42350 1.59970 0.07
H -8.74420 2.98650 0.79177 0.07
H -8.11149 2.88195 2.43144 0.07
H -5.96484 3.99232 1.69208 0.10
H -3.97906 4.96552 0.99975 0.07
H -2.77040 4.10725 0.02467 0.05
H -2.85388 3.82931 1.75408 0.07
H -2.64924 -0.58092 1.14600 0.00
H -3.66139 0.22431 2.32683 0.09
H -2.33353 -0.81947 2.87038 0.08
H -1.56621 0.94477 4.26403 0.11
H -0.44280 2.47894 5.69792 0.07
H -0.09046 4.09415 5.06903 0.07
H 1.14388 2.83912 5.01524 0.07
H 0.63117 4.14246 2.49623 0.11
H 0.24391 4.74461 0.30005 0.08
H -0.57922 3.69120 -0.87067 0.02
H 1.05836 3.31111 -0.35631 0.08
C 4.21138 4.75376 2.31638 -0.06
C 3.99679 3.56585 1.41606 -0.28
C 4.48632 3.54150 0.12052 -0.03
C 4.27235 2.45538 -0.72744 -0.31
C 4.82590 2.55065 -2.13097 -0.09
C 3.55137 1.34364 -0.25964 -0.25
Te 3.57582 -0.35247 -1.64394 1.89
N 2.18358 -1.80477 -1.96567 -0.24
C 2.94467 -2.73240 -2.54836 -0.66
O 4.20784 -2.68944 -2.58545 -0.16
C 2.29850 -3.84893 -3.33444 -0.14
C 3.11074 -4.67400 -4.10765 -0.04
C 2.55162 -5.69740 -4.85806 -0.11
C 1.17788 -5.91057 -4.83711 -0.11
C 0.35977 -5.09287 -4.06934 -0.06
C 0.92366 -4.06296 -3.32419 -0.01
C 4.47238 -1.49038 -0.00149 -0.31
C 3.79078 -2.51242 0.64419 -0.13
C 4.39474 -3.27206 1.63776 -0.10
C 5.71034 -3.01673 1.99242 -0.11
C 6.40939 -2.01287 1.33733 -0.07
C 5.80913 -1.24848 0.33836 -0.30
C 6.61537 -0.17934 -0.35458 -0.07
C 3.01855 1.37114 1.03681 -0.26
C 2.16242 0.28456 1.61226 -0.05
C 3.26193 2.47515 1.84962 -0.03
H 4.87755 5.48357 1.85341 0.07
H 4.64864 4.45389 3.27172 0.07
H 3.26541 5.25670 2.53670 0.07
H 5.04319 4.39647 -0.25491 0.11
H 5.09920 3.58519 -2.34820 0.07
H 4.08732 2.22984 -2.86352 0.05
H 5.71942 1.93324 -2.26416 0.06
H 4.17722 -4.49291 -4.09901 0.10
H 3.19068 -6.33329 -5.46207 0.08
H 0.74337 -6.71229 -5.42480 0.09
H -0.71608 -5.21997 -4.03346 0.08
H 0.25980 -3.41949 -2.76353 0.06
H 2.77230 -2.73988 0.35266 0.07
H 3.83651 -4.06330 2.12583 0.10
H 6.19618 -3.60164 2.76573 0.09
H 7.44672 -1.81992 1.59660 0.10
H 7.64590 -0.17874 0.00612 0.07
H 6.19518 0.81468 -0.17465 0.06
H 6.63243 -0.34212 -1.43537 0.07
H 1.71105 -0.30146 0.82096 -0.03
H 1.34763 0.71653 2.19778 0.07
H 2.74588 -0.37486 2.25530 0.09
H 2.83422 2.48310 2.84790 0.11
```

Calculated values
HOMO-LUMO gap, eV: 5.78
Electronic energy, hartree: -3056.147116
Spin multiplicity: 1
F_max, Eh/bohr: 0.013
Net charge: -2
ΔE to the lowest compared entry with this formula, charge and spin, kJ/mol: 52.53
Highest occupied orbital energy, eV: -1.9

---

[5]
Formula: H37O19
Source: OMol25
Level of theory: the ωB97M-V functional and the def2-TZVPD basis

```
56
Properties=species:S:1:pos:R:3:nbo_charge:R:1
O -3.44256 0.09508 -0.50144 -0.97
H -2.12631 1.38266 3.31153 0.47
H -3.65886 -0.76566 -0.54035 0.49
O 0.38916 0.80827 1.18294 -1.02
H -3.19031 -0.65526 -2.88826 0.49
H 0.92532 1.62315 1.08222 0.50
O -2.94945 2.90179 -2.61223 -0.95
H 1.68557 3.73322 1.41940 0.50
H 0.42661 1.65775 -1.64130 0.50
O -2.23661 3.12228 -0.08284 -0.92
H -3.00535 3.46999 -0.33209 0.47
H -1.77380 3.96552 0.04664 0.47
O -1.86348 -1.58118 -1.14727 -0.99
H -4.07141 0.79210 -0.62624 0.48
H -2.09790 -0.83536 -3.89894 0.48
O 2.56121 -2.28154 3.71946 -0.92
H 1.64116 -1.95716 3.60306 0.46
H 3.02717 -1.57681 3.63789 0.46
O 0.17000 2.10081 -0.78120 -1.06
H -0.89261 -1.96260 -1.31048 0.49
H -0.74085 2.49613 -1.09188 0.50
O 1.29252 3.68889 2.27644 -0.96
H 0.81930 -0.56663 -0.28832 0.49
O 0.60256 -3.87303 -0.17403 -1.01
H 2.41800 1.12301 3.63417 0.49
H -0.41934 -3.85812 -0.01379 0.47
O 1.17084 -3.92440 -2.66440 -0.94
H 0.84332 -4.13578 -1.86916 0.47
H 0.78668 -3.02892 -2.61583 0.45
O 2.67747 3.08373 -0.35425 -0.99
H 2.10594 2.54044 -0.78975 0.49
H 3.58542 3.02339 -0.87839 0.49
O -3.07399 -0.51583 -3.85671 -0.97
H -3.13896 2.06098 -2.86706 0.48
H 0.72635 -0.85979 -1.71440 0.50
O 2.86085 0.31561 3.25702 -0.99
H -0.01669 0.21685 -3.19880 0.45
H 0.37113 3.43625 2.13729 0.46
O 0.86163 -1.42708 -0.76351 -1.09
H -2.02824 3.02151 -2.96817 0.47
H 0.72931 -2.87991 -0.35786 0.50
O 2.45721 0.83828 -1.67767 -0.96
H 2.15161 0.75280 -0.78359 0.45
H 1.66011 0.60555 -2.09007 0.47
O 0.11331 0.05545 -2.30719 -1.17
H -1.57017 -0.79740 -0.85858 0.47
H 2.40661 0.05885 2.38493 0.50
O 3.76914 -3.45285 -0.34047 -0.95
H 3.85628 -2.44139 -0.30298 0.46
H 2.85181 -3.51241 -0.63178 0.48
O -3.03037 1.37112 3.76356 -0.93
H -3.32151 1.70701 2.87876 0.46
H -0.51811 0.91585 0.65429 0.52
O -1.92294 -2.01452 3.48482 -0.94
H -2.38966 -1.20227 3.51958 0.48
H -1.30970 -2.03454 2.88008 0.46
```

Calculated values
HOMO-LUMO gap, eV: 9.25
Electronic energy, hartree: -1451.638701
Spin multiplicity: 1
F_max, Eh/bohr: 0.182
Net charge: -1
ΔE to the lowest compared entry with this formula, charge and spin, kJ/mol: 692.79
Highest occupied orbital energy, eV: -7.6